#i
Molecular formula: C17H21N3O3S
Method: DFT, ωB97M-V/def2-TZVPD

Each line ends with the Mulliken charge.
Geometry (Å):
C -7.2639 -1.0469 -0.3971  -1.4251
C -6.0363 -0.1919 -0.1260  -0.2674
H -5.8705 0.5095 -0.9549  0.3643
H -6.1691 0.3811 0.8014  0.3668
O -4.9269 -1.0652 -0.0011  -0.3651
C -3.7036 -0.5558 0.2580  0.7935
C -2.6708 -1.4933 0.3813  -0.7605
C -1.3830 -1.0807 0.6456  -0.1537
C -1.1154 0.2700 0.7875  -0.3965
C -2.1211 1.2066 0.6697  -0.9302
C -3.4181 0.8023 0.4058  -0.3483
H -4.1946 1.5453 0.3198  0.3823
H -1.8771 2.2490 0.7957  0.4245
S 0.5451 0.8351 1.1057  1.5535
O 1.3946 -0.3043 1.3113  -0.6039
O 0.5292 1.8489 2.1212  -0.8116
N 0.8561 1.6312 -0.3512  0.1065
C 1.8690 2.6582 -0.2336  -1.1021
H 1.5951 3.2757 0.6218  0.4417
C 3.2542 2.0310 -0.0030  -0.8334
N 3.4081 0.8319 -0.8075  0.1103
C 3.7913 -0.3594 -0.2395  0.8890
N 3.4183 -1.4670 -0.8813  -0.3620
C 3.7940 -2.6387 -0.4004  -0.5316
C 4.5622 -2.7955 0.7360  -0.4644
C 4.9841 -1.6420 1.3872  -0.6532
C 4.6139 -0.4100 0.8970  -0.2924
H 4.9585 0.4914 1.3771  0.3828
H 5.6061 -1.7084 2.2689  0.3969
H 4.8299 -3.7753 1.0982  0.3964
H 3.4490 -3.4947 -0.9684  0.3809
C 2.5225 0.7743 -1.9475  -0.9934
H 2.7033 1.6572 -2.5676  0.3544
C 1.0629 0.7299 -1.4741  -0.6999
H 0.8257 -0.2802 -1.1364  0.5016
H 0.3780 1.0074 -2.2840  0.3237
H 2.7579 -0.1262 -2.5129  0.4935
H 4.0430 2.7555 -0.2501  0.3181
H 3.3281 1.7690 1.0542  0.5409
H 1.8428 3.2701 -1.1390  0.4149
H -0.5740 -1.7859 0.7544  0.5521
H -2.9136 -2.5376 0.2670  0.4295
H -8.1400 -0.4133 -0.5008  0.4188
H -7.1246 -1.6169 -1.3114  0.3276
H -7.4204 -1.7416 0.4232  0.3301

As for the SMILES: CCOc1ccc(S(=O)(=O)N2CCN(c3ccccn3)CC2)cc1. The calculation puts the frontier orbital gap at 8.4 eV. For the lowest unoccupied orbital energy, the calculation gives 0.025 Ha. The total charge is 0. As for the highest occupied orbital energy: -7.726 eV.

#ii
Molecular formula: C17H21N3O3S
Method: DFT, ωB97M-V/def2-TZVPD

Each line ends with the Mulliken charge.
Geometry (Å):
C -5.3810 -2.4039 -0.9945  -1.5048
C -5.2737 -0.9233 -0.7909  0.3380
C -4.4330 -0.4268 0.2004  -0.1267
C -4.3301 0.9400 0.4100  0.7450
C -5.0761 1.8203 -0.3715  -0.6925
C -5.9123 1.3254 -1.3504  -0.4604
C -6.0124 -0.0397 -1.5631  -0.6667
H -6.6657 -0.4191 -2.3348  0.3853
H -6.4886 2.0094 -1.9554  0.3690
H -4.9802 2.8791 -0.1922  0.4408
O -3.5299 1.5337 1.3570  -0.4822
C -2.7241 0.7234 2.1736  -0.7091
C -1.6230 0.0531 1.4240  0.8133
N -1.4089 -1.2141 1.3090  -0.5423
N -0.3093 -1.3769 0.5520  -0.2652
C 0.0965 -0.1839 0.2392  0.4156
S 1.4355 0.2613 -0.7434  -0.2263
C 2.2865 -1.3574 -0.8456  -1.0355
H 1.6002 -2.0903 -0.4237  0.4124
H 2.4732 -1.5712 -1.8967  0.5374
C 3.5666 -1.3563 -0.0147  1.0243
O 3.6354 -2.0364 0.9901  -0.6524
N 4.5918 -0.6021 -0.4560  0.0942
C 4.5977 0.3030 -1.5818  -0.9870
H 3.6898 0.2004 -2.1728  0.4723
C 4.7395 1.7484 -1.0979  -0.3842
C 6.0032 1.8968 -0.2556  -0.7542
C 5.9767 0.8912 0.8921  -0.5373
C 5.8018 -0.5225 0.3411  -0.9192
H 5.7153 -1.2502 1.1489  0.4004
H 6.6557 -0.7869 -0.2924  0.3509
H 6.9001 0.9438 1.4697  0.3462
H 5.1430 1.1174 1.5594  0.2980
H 6.0754 2.9128 0.1348  0.3504
H 6.8810 1.7133 -0.8801  0.3111
H 4.7728 2.4145 -1.9607  0.3532
H 3.8639 2.0083 -0.5008  0.2102
H 5.4553 0.0473 -2.2172  0.3364
O -0.6889 0.7797 0.7603  -0.3021
H -3.3041 -0.0496 2.6920  0.3638
H -2.2907 1.4102 2.9081  0.3870
H -3.8599 -1.1270 0.7880  0.4409
H -5.6948 -2.6345 -2.0097  0.3858
H -4.4288 -2.8905 -0.7965  0.3608
H -6.1197 -2.8204 -0.3090  0.3058

As for the SMILES: Cc1cccc(OCc2nnc(SCC(=O)N3CCCCC3)o2)c1. The calculation puts the frontier orbital gap at 9.2 eV. For the lowest unoccupied orbital energy, the calculation gives 0.023 Ha. The total charge is 0. As for the highest occupied orbital energy: -8.580 eV.

Least stable of them? #i.

#i
Molecular formula: C2H7ClN3
Method: DFT, ωB97M-V/def2-TZVPD

Each line ends with the Mulliken charge.
Geometry (Å):
C 0.3430 -0.1305 -0.2042  -0.2493
C -1.1329 0.0506 -0.0886  0.0216
N 0.4874 1.2077 -0.0271  -0.1052
N -0.8915 1.4230 0.2674  -0.4295
N 0.9552 -1.0822 0.7140  -0.3081
Cl -2.0038 -0.0954 -1.7091  -0.1475
H 0.9345 -0.7404 -1.6811  0.3057
H -1.5740 -0.6760 0.7306  0.2618
H 1.0469 1.8449 -0.4540  0.1980
H -1.5228 2.2026 -0.2639  0.3523
H 1.9115 -1.4030 0.4046  0.4070
H 0.4190 -1.8736 0.6255  0.3320
H 1.0274 -0.7276 1.6861  0.3612

The calculation puts the frontier orbital gap at 8.5 eV. For the lowest unoccupied orbital energy, the calculation gives -0.161 Ha. The total charge is +1. As for the highest occupied orbital energy: -12.924 eV.

#ii
Molecular formula: C2H7ClN3
Method: DFT, ωB97M-V/def2-TZVPD

Each line ends with the Mulliken charge.
Geometry (Å):
C 0.2193 -0.0759 -0.8908  -0.1149
C 1.0343 0.2275 0.2977  0.1113
N 0.3481 -1.3424 -0.5713  0.1329
N 0.9508 -1.1593 0.5795  -0.2518
N -1.5774 1.0866 0.1083  -0.8038
Cl 2.7781 0.5980 -0.0491  -0.1258
H -0.1995 0.4817 -1.6412  0.4884
H 0.7305 0.7891 1.1134  0.2945
H 0.1852 -2.2436 -0.9114  0.1915
H 1.2935 -1.9263 1.1093  0.2243
H -1.5904 0.7868 1.0512  0.2813
H -2.4320 0.6210 -0.2071  0.2863
H -1.7406 2.1567 0.0114  0.2858

The calculation puts the frontier orbital gap at 9.2 eV. For the lowest unoccupied orbital energy, the calculation gives -0.169 Ha. The total charge is +1. As for the highest occupied orbital energy: -13.762 eV.

#iii
Molecular formula: C2H7ClN3
Method: DFT, ωB97M-V/def2-TZVPD

Each line ends with the Mulliken charge.
Geometry (Å):
C -0.3097 0.1942 -0.3019  0.0337
C -0.4688 0.6711 0.8532  -0.4407
N 0.2450 1.3037 -0.8349  -0.2634
N -0.3020 1.9616 0.3240  -0.3230
N -0.5905 -1.1372 -0.8395  -0.2050
Cl 2.3777 -1.9033 1.9003  -0.1322
H 1.4829 -1.3994 1.1250  0.1181
H -0.9344 0.4261 1.7266  0.4497
H 0.1487 1.6228 -1.8221  0.2794
H 0.4742 2.6708 0.5528  0.3016
H -0.8734 -1.3173 -1.8596  0.3910
H -1.4073 -1.3557 -0.1752  0.4600
H 0.1576 -1.7374 -0.6489  0.3309

The calculation puts the frontier orbital gap at 9.6 eV. For the lowest unoccupied orbital energy, the calculation gives -0.158 Ha. The total charge is +1. As for the highest occupied orbital energy: -13.870 eV.

Least stable of them? #i.

#i
Molecular formula: C3H6S2
Method: DFT, ωB97M-V/def2-TZVPD

Each line ends with the Mulliken charge.
Geometry (Å):
C -1.1372 0.0586 0.8780  -0.7051
C 0.0082 -0.4145 -0.0360  0.4464
C 0.7041 0.5241 -1.0360  -1.2367
S -2.2420 -0.6844 -0.3396  -0.2280
S 0.6340 -1.9870 -0.1025  -0.1637
H -1.2204 -0.3178 1.8231  0.3667
H -1.0176 1.1232 0.9551  0.3134
H 1.7735 0.6050 -0.7537  0.3888
H 0.2074 1.5328 -1.0847  0.3065
H 0.3963 0.0798 -1.9655  0.3750
H -0.0817 -2.6818 0.7303  0.1367

The calculation puts the frontier orbital gap at 7.9 eV. For the lowest unoccupied orbital energy, the calculation gives -0.004 Ha. The total charge is 0. As for the highest occupied orbital energy: -7.973 eV.

#ii
Molecular formula: C3H6S2
Method: DFT, ωB97M-V/def2-TZVPD

Each line ends with the Mulliken charge.
Geometry (Å):
C -0.6528 0.5431 0.7690  -0.4578
C 0.7843 0.3689 0.3157  -0.2648
C -0.1860 -0.6778 0.2382  0.0297
S -0.7005 -0.4672 -2.7361  -0.3807
S -0.4956 -2.3197 0.5583  -0.1893
H -0.9431 0.4757 1.7316  0.3306
H -1.1937 1.2386 0.1810  0.1956
H 0.8005 0.8181 -0.7738  0.1399
H 1.6341 0.4458 0.9253  0.3333
H -2.0708 -0.4686 -3.0633  0.1059
H 0.4763 -2.9158 -0.2445  0.1574

The calculation puts the frontier orbital gap (alpha / beta) at 5.7 / 8.0 eV. For the lowest unoccupied orbital energy (alpha / beta), the calculation gives -0.063 / -0.022 Ha. The total charge is 0. As for the highest occupied orbital energy (alpha / beta): -7.411 / -8.605 eV.

Least stable of them? #ii.

#i
Molecular formula: C3H4ClN
Method: DFT, ωB97M-V/def2-TZVPD

Each line ends with the Mulliken charge.
Geometry (Å):
C 0.9243 1.0448 -1.7561  -0.0594
C 0.5090 0.1818 -1.0173  -0.1637
C 0.1991 -0.5186 0.1212  -0.6177
N 0.0636 0.0611 1.3671  -0.2528
Cl -0.8161 -0.9173 2.5057  -0.0754
H 1.3318 1.7181 -2.4551  0.4170
H 0.4360 -1.5199 0.0802  0.4375
H -2.4590 -1.0775 -0.0910  -0.0009
H -0.1886 1.0274 1.2453  0.3153

The calculation puts the frontier orbital gap (alpha / beta) at 9.7 / 6.9 eV. For the lowest unoccupied orbital energy (alpha / beta), the calculation gives -0.012 / -0.019 Ha. The total charge is 0. As for the highest occupied orbital energy (alpha / beta): -9.991 / -7.406 eV.

#ii
Molecular formula: C3H4ClN
Method: DFT, ωB97M-V/def2-TZVPD

Each line ends with the Mulliken charge.
Geometry (Å):
C -2.0325 -0.0147 -0.0848  0.0375
C -0.8385 -0.2570 0.0243  -0.4264
C 0.5630 -0.4871 0.1495  -0.3891
N 1.2055 0.9633 0.7706  -0.4058
Cl 2.9431 0.8192 0.9577  -0.1123
H -3.0428 0.2155 0.0615  0.4385
H 0.9554 -0.6801 -0.9621  0.2744
H 0.8694 -1.1299 0.9970  0.3082
H 0.8540 1.6285 0.1105  0.2750

As for the SMILES: C#CCNCl. The calculation puts the frontier orbital gap at 10.1 eV. For the lowest unoccupied orbital energy, the calculation gives 0.021 Ha. The total charge is 0. As for the highest occupied orbital energy: -9.549 eV.

Least stable of them? #i.